Density functional theory data (ωB97M-V/def2-TZVPD) for a cluster of 2 separate species, C2H4IN2 in total in a non-equilibrium geometry.

Cartesian coordinates (Å):
C 0.155 -0.423 0.841
C 1.835 -0.499 -0.940
N 1.211 -0.368 0.135
N 2.449 -0.413 -1.968
I -1.500 1.981 0.151
H -0.618 -1.317 0.755
H 0.136 -0.012 1.816
H -1.340 2.923 1.306
H 3.311 -0.248 -2.473

Force components x, y, z for each atom (eV/Å):
C -1.57 -3.46 0.08
C 1.56 0.99 -2.56
N 0.67 0.36 -0.71
N -1.80 -0.88 2.94
I -0.43 -1.88 -2.33
H 1.21 2.17 -0.58
H 0.23 0.90 0.71
H 0.38 1.73 2.26
H -0.25 0.08 0.20

As for the charge: +1. The value obtained for the HOMO energy is -0.5239 Eh. The energy above the lowest of the compared OMol25 structures with the same formula, charge and spin comes out at 47.1 kcal/mol. The value obtained for the HOMO-LUMO gap is 0.296 Eh. The largest force on an atom comes out at 3.80 eV Å⁻¹. As for the spin multiplicity: 1.